Computed, not measured: a molecular structure, C39H94GaO17 at a distorted geometry, with the ωB97M-V functional and the def2-TZVPD basis.

The LUMO energy comes out at 1.96 eV. The value obtained for the gap between HOMO and LUMO is 6.720 eV. Its HOMO energy is -4.76 eV. As for the net charge: -1. The calculation puts the total energy at -4745.84473 Eh.

The geometry in XYZ format:
```
151
Properties=species:S:1:pos:R:3:forces:R:3:mulliken_charge:R:1
C 0.843056 -0.479717 -1.389656 0.3 0.7 0.1 -0.677
C -0.526950 -0.252214 -0.618405 0.1 1.0 -0.2 1.208
C -1.301444 0.943396 -1.401189 1.4 -0.4 0.6 -1.462
C -1.444753 -1.521051 -0.335697 -1.3 0.5 -0.3 0.902
C -2.989427 -1.205296 -0.727367 0.5 -0.9 0.6 -1.632
C -1.062220 -2.905422 -1.011334 -1.2 -1.2 1.1 -0.551
O -0.694864 -3.843990 0.036762 0.3 1.2 -1.5 -0.375
Ga 0.994998 -3.455716 0.802861 0.6 -0.6 0.8 0.376
C 1.025703 -1.860186 2.106894 -0.2 0.8 0.9 -0.739
C 1.521900 -5.145900 1.920373 0.6 0.4 0.2 -0.889
C 1.671108 -4.856991 3.484745 -0.1 -1.5 -0.3 -0.374
C 0.305431 -4.505251 4.242049 -0.1 0.4 0.4 0.444
C -0.969143 -5.343955 3.759972 -1.1 -2.5 2.2 0.141
O -1.411202 -6.253768 4.509911 1.6 2.7 -2.1 -0.609
O -1.688928 -5.128118 2.561682 1.9 -0.2 1.2 -0.361
H 1.629704 0.186167 -0.889694 -0.9 -0.9 -0.7 0.225
H 1.259712 -1.528327 -1.375988 -0.6 1.2 0.0 -0.255
H 0.733140 -0.077558 -2.457144 0.2 -0.9 1.3 0.114
H -0.262332 0.210642 0.397141 -0.4 -0.8 -1.4 0.195
H -0.480084 1.693609 -1.681074 -1.3 -0.7 0.6 0.355
H -1.760619 0.605882 -2.377798 0.3 0.3 1.3 0.246
H -2.031772 1.370405 -0.650977 0.6 -0.1 -1.4 0.288
H -1.473718 -1.685548 0.796103 0.2 0.0 -1.7 -0.349
H -3.362279 -0.328087 -0.109274 0.2 -1.0 -1.0 0.266
H -3.584354 -2.141334 -0.440319 0.7 1.4 -0.3 0.517
H -3.123144 -1.059365 -1.847755 0.1 0.0 1.5 0.300
H -0.322720 -2.873957 -1.868478 -0.5 0.3 1.0 -0.017
H -2.033195 -3.340847 -1.451368 1.3 0.7 0.3 0.282
H 2.111621 -3.281936 -0.360979 -0.1 0.0 -0.1 -0.419
H 1.371030 -0.872957 1.648328 -0.6 -1.2 0.6 0.242
H 1.714364 -2.045981 3.005591 -0.8 0.2 -1.2 0.318
H -0.023102 -1.743091 2.557129 1.3 0.1 -0.6 -0.063
H 0.834457 -6.020067 1.682268 0.8 0.8 0.6 0.219
H 2.563470 -5.427803 1.543077 -1.3 0.2 0.4 0.418
H 2.058183 -5.830704 3.956213 -0.6 1.3 -0.3 -0.070
H 2.484740 -4.082946 3.708181 -1.4 -0.8 -0.4 0.321
H 0.467094 -4.782562 5.342065 -0.5 0.2 -1.5 0.208
H 0.076233 -3.382859 4.262312 0.2 -1.6 -0.5 0.015
H -1.364770 -5.822835 1.945352 -0.3 0.8 0.2 0.316
C 5.246903 -0.646335 -6.802977 -0.1 -0.1 -0.2 -0.856
O 4.221450 -1.621165 -6.917106 0.2 0.2 0.3 -0.108
C 4.025632 -2.345393 -5.701701 -0.5 0.0 -0.3 -0.691
C 2.800907 -1.844152 -4.948552 0.4 0.0 0.4 -0.481
O 2.993930 -0.516250 -4.470549 0.0 0.0 -0.5 -0.344
C 2.335670 0.449001 -5.276531 0.1 0.0 0.2 -0.807
H 5.193898 0.006402 -7.676236 0.0 -0.1 0.0 0.239
H 5.130918 -0.036455 -5.904393 0.0 0.0 0.0 0.372
H 6.226394 -1.136457 -6.791968 0.1 0.1 0.1 0.315
H 4.918997 -2.297136 -5.071199 -0.1 0.1 0.0 0.381
H 3.864259 -3.391486 -5.978557 0.0 0.0 0.0 0.381
H 2.643616 -2.479579 -4.071522 0.0 0.0 0.0 0.349
H 1.904015 -1.907672 -5.574399 0.1 0.0 0.0 0.356
H 1.257477 0.411319 -5.093833 -0.1 0.0 -0.1 0.321
H 2.535852 0.296186 -6.340162 0.0 0.0 0.0 0.319
H 2.703726 1.436893 -4.992024 0.0 -0.1 0.1 0.257
C 2.177258 7.332596 -1.765192 0.0 0.1 0.1 -0.759
O 1.182640 7.328134 -0.751747 0.0 -0.2 -0.3 -0.301
C -0.036851 6.729660 -1.194798 0.1 0.0 0.6 -0.584
C -0.178602 5.308010 -0.667470 0.0 -0.1 -0.6 -0.329
O 0.798859 4.443647 -1.240545 0.1 0.3 0.3 -0.311
C 1.877587 4.184826 -0.352398 0.0 -0.2 -0.1 -0.790
H 3.130981 7.593860 -1.303800 -0.1 0.0 0.0 0.255
H 2.276928 6.355239 -2.242230 0.0 0.0 0.0 0.279
H 1.935496 8.088359 -2.519999 0.0 0.0 -0.1 0.312
H -0.107588 6.751312 -2.286888 0.1 -0.1 0.0 0.423
H -0.853088 7.336882 -0.792023 -0.1 0.0 0.0 0.280
H -1.159586 4.920621 -0.960861 0.0 0.0 0.0 0.281
H -0.123950 5.289185 0.426738 0.0 0.1 0.0 0.313
H 1.554014 3.495103 0.432544 0.1 0.0 0.1 0.294
H 2.263115 5.102919 0.098036 0.0 0.0 0.0 0.382
H 2.680688 3.713344 -0.922042 -0.1 0.0 0.0 0.243
C -1.179481 11.355962 3.896063 0.0 0.1 -0.1 -0.703
O -0.649505 11.200251 2.588171 -0.1 -0.2 0.3 -0.386
C 0.085259 9.985244 2.441708 -0.2 0.2 -0.5 -0.707
C -0.733220 8.927169 1.714678 0.2 -0.3 0.4 0.067
O -1.847027 8.502832 2.497438 -0.1 0.3 -0.1 -0.400
C -3.065927 9.091577 2.070655 0.0 -0.2 0.1 -0.789
H -1.898803 12.176318 3.875514 0.1 0.0 -0.1 0.242
H -1.690014 10.453275 4.239032 0.0 0.0 0.0 0.303
H -0.376250 11.612915 4.594589 0.0 -0.1 0.1 0.323
H 0.426010 9.615838 3.414154 -0.1 0.0 0.0 0.365
H 0.968825 10.219656 1.841332 0.0 -0.1 0.0 0.340
H -0.104232 8.046886 1.552322 0.0 0.1 -0.1 0.084
H -1.060588 9.290937 0.734562 0.0 0.1 0.1 0.297
H -3.391930 8.626416 1.135035 -0.1 0.1 -0.1 0.314
H -2.972573 10.171572 1.933624 0.0 0.0 0.0 0.372
H -3.821444 8.903565 2.836316 0.1 -0.1 0.0 0.271
C 2.423820 -10.902333 5.786664 0.0 -0.1 0.1 -0.661
O 3.254869 -10.362722 6.804438 -0.1 0.1 -0.3 -0.383
C 4.034058 -9.261869 6.339894 -0.1 0.0 0.5 -0.584
C 3.439766 -7.933674 6.789444 -0.1 0.1 -0.6 -0.560
O 2.185392 -7.689705 6.163714 0.3 -0.3 0.3 -0.166
C 1.089068 -7.951327 7.017989 -0.3 0.1 -0.2 -0.850
H 1.708937 -11.580122 6.256001 0.1 0.0 0.0 0.243
H 1.870143 -10.123871 5.257427 0.0 0.0 0.0 0.257
H 3.030274 -11.472146 5.074697 -0.1 0.0 -0.1 0.325
H 4.142199 -9.292497 5.251136 -0.1 0.1 0.0 0.316
H 5.029664 -9.369532 6.781110 0.0 0.0 0.0 0.381
H 4.112535 -7.126272 6.482501 0.0 0.0 0.0 0.370
H 3.346257 -7.896530 7.880578 0.0 -0.1 0.0 0.364
H 1.000549 -7.156974 7.765538 -0.1 0.0 0.1 0.278
H 1.179747 -8.919634 7.516845 0.1 0.0 0.0 0.443
H 0.185226 -7.958145 6.405655 0.1 0.1 0.0 0.218
C -4.265587 5.060935 1.036457 0.2 0.0 -0.1 -0.573
O -4.831544 4.804737 -0.241197 -0.2 0.0 0.3 -0.343
C -5.982739 3.966945 -0.166257 0.1 0.3 -0.5 -0.514
C -7.265384 4.777877 -0.294598 0.0 -0.3 0.4 -0.528
O -7.452612 5.636028 0.828536 0.2 0.2 -0.3 -0.389
C -7.104252 6.982768 0.544652 -0.1 -0.1 0.2 -0.699
H -3.539215 5.868892 0.930964 0.0 -0.1 -0.1 0.031
H -5.021508 5.365146 1.764057 0.0 0.0 0.0 0.385
H -3.744632 4.168284 1.397287 0.0 0.0 0.1 0.326
H -5.980433 3.382440 0.759048 0.0 0.1 0.0 0.353
H -5.922317 3.268789 -1.006098 0.0 0.0 0.0 0.384
H -8.115774 4.089103 -0.315542 0.0 0.0 0.0 0.378
H -7.273301 5.350090 -1.228795 0.1 0.0 0.1 0.319
H -7.873946 7.440372 -0.084491 0.1 0.1 -0.1 0.340
H -6.132119 7.056084 0.051235 0.0 0.0 0.0 0.297
H -7.056066 7.527511 1.489742 -0.1 -0.1 0.0 0.239
C 4.611076 -2.780710 -9.782778 0.2 0.0 0.0 -0.678
O 5.043496 -3.525026 -10.916239 -0.3 -0.1 0.0 -0.408
C 4.322635 -4.744392 -11.070891 0.3 0.3 -0.4 -0.481
C 3.261327 -4.626133 -12.157007 -0.3 -0.1 0.4 -0.469
O 2.228388 -3.721165 -11.777763 0.3 0.1 -0.2 -0.373
C 2.364290 -2.452282 -12.400429 -0.2 -0.1 0.1 -0.729
H 5.039511 -1.779554 -9.849464 0.0 -0.1 0.0 0.213
H 3.523569 -2.691749 -9.744168 0.0 0.0 0.0 0.332
H 4.974023 -3.254885 -8.866597 -0.1 0.1 0.0 0.302
H 3.877052 -5.057301 -10.121296 -0.1 0.1 -0.1 0.309
H 5.048629 -5.506370 -11.370283 0.0 -0.1 0.0 0.383
H 2.792207 -5.605177 -12.297952 0.0 0.0 0.0 0.369
H 3.710778 -4.328397 -13.110779 0.0 0.0 0.1 0.315
H 2.078684 -2.523853 -13.454506 0.1 0.1 -0.1 0.328
H 3.383110 -2.066388 -12.319066 0.0 0.0 0.0 0.311
H 1.688098 -1.755297 -11.901717 0.0 -0.1 0.0 0.249
C -1.193680 -1.660351 7.252264 0.1 0.0 -0.2 -0.864
O -1.763780 -1.861314 5.968730 -0.2 0.0 0.4 -0.288
C -2.932573 -2.676511 6.017018 0.1 0.3 -0.5 -0.219
C -4.196017 -1.832607 5.917863 0.0 -0.3 0.4 -0.678
O -4.364301 -1.009088 7.071123 0.2 0.2 -0.2 -0.376
C -3.985308 0.338102 6.832765 -0.1 -0.1 0.2 -0.682
H -0.450382 -0.865256 7.172742 0.0 -0.1 -0.1 0.257
H -1.943611 -1.364394 7.989825 0.0 0.0 0.0 0.386
H -0.692096 -2.575808 7.583517 0.0 0.0 0.1 0.298
H -2.943637 -3.291960 6.922160 0.0 0.1 0.0 0.372
H -2.884718 -3.346610 5.153898 -0.1 0.0 0.0 0.200
H -5.061756 -2.500705 5.873785 0.0 0.0 0.0 0.380
H -4.190715 -1.228584 5.004122 0.1 0.0 0.1 0.344
H -4.744291 0.834172 6.219931 0.1 0.1 -0.1 0.325
H -3.011872 0.405888 6.341423 0.0 0.0 0.0 0.283
H -3.924781 0.849462 7.795819 -0.1 -0.1 0.0 0.236
```
Positions in Å, forces in eV/Å.